1.
2 unconnected molecules or ions with the total composition C27H38Br3FN3O3PS, computed with wB97M-V/def2-TZVPD.

Positions of all 77 atoms, in Å:
C -2.913 2.884 0.259
C -2.758 1.359 0.373
C -1.517 0.867 -0.395
C -1.773 1.042 -1.886
C -1.046 -0.551 0.051
P -2.635 -1.651 -0.211
C -2.198 -3.432 -0.073
C -3.711 -1.359 1.276
C -4.341 -2.624 1.848
O -0.885 -0.324 1.504
S -0.376 -1.398 2.532
O 0.087 -0.597 3.622
O -1.364 -2.399 2.775
C 1.100 -2.176 1.758
C 1.412 -3.484 2.489
Br 1.206 -3.343 4.398
C 1.918 -4.678 2.156
C 2.147 -5.798 3.129
Br 2.528 -5.220 0.433
C 1.144 -2.115 0.217
N 2.547 -2.045 -0.112
F 0.618 -3.267 -0.337
C 0.387 -0.919 -0.525
C 1.327 0.335 -0.461
C 1.697 0.983 0.894
C 1.402 2.482 0.969
Br 3.653 0.765 1.213
C 0.402 -1.317 -2.025
C -0.694 -1.708 -2.777
C -0.553 -2.050 -4.105
C 0.692 -2.006 -4.685
N 1.770 -1.644 -3.999
C 1.612 -1.321 -2.723
H -3.526 3.261 1.072
H -1.940 3.373 0.273
H -3.388 3.164 -0.677
H -2.706 1.121 1.428
H -3.651 0.912 -0.061
H -0.747 1.571 -0.122
H -0.866 0.937 -2.475
H -2.485 0.313 -2.262
H -2.168 2.032 -2.092
H -3.122 -3.995 -0.011
H -1.721 -3.708 -1.008
H -1.517 -3.691 0.726
H -3.202 -0.823 2.068
H -4.507 -0.705 0.926
H -5.013 -3.095 1.134
H -3.593 -3.334 2.179
H -4.929 -2.354 2.722
H 1.853 -1.454 2.079
H 2.913 -5.538 3.854
H 1.216 -6.015 3.644
H 2.445 -6.692 2.598
H 2.749 -2.691 -0.864
H 3.139 -2.307 0.664
H 2.262 0.104 -0.944
H 0.904 1.111 -1.087
H 1.279 0.521 1.770
H 1.337 2.922 -0.017
H 2.162 3.014 1.526
H 0.447 2.633 1.474
H -1.688 -1.726 -2.366
H -1.418 -2.344 -4.680
H 0.838 -2.268 -5.723
H 2.527 -1.044 -2.228
C 2.458 7.858 -1.012
C 3.493 6.999 -1.344
C 3.249 5.633 -1.329
N 2.072 5.101 -1.008
C 1.089 5.938 -0.689
C 1.227 7.318 -0.676
H 2.609 8.930 -1.013
H 4.471 7.375 -1.611
H 4.033 4.929 -1.583
H 0.141 5.478 -0.428
H 0.391 7.949 -0.409

Forces on the atoms, in the same order (eV/Å):
0.1 -0.3 -0.3
0.0 0.6 -0.3
-0.5 0.1 0.1
0.3 -0.2 -0.3
-0.7 -0.4 0.2
-0.1 -0.2 -0.5
0.5 0.3 -0.3
0.0 -0.1 0.1
0.0 0.2 0.1
0.8 -0.2 -0.3
0.0 0.0 0.6
-0.1 0.1 -0.2
-0.1 0.0 -0.3
-0.4 0.3 0.4
0.1 -0.2 0.0
0.0 0.2 0.0
0.0 0.1 -0.4
-0.2 -0.2 -0.2
0.0 0.0 0.0
0.4 0.3 -0.2
0.0 -0.5 0.0
-0.6 -0.2 0.3
0.5 0.3 -0.1
-0.2 0.3 0.5
0.4 0.3 -0.1
-0.3 -0.3 0.0
0.0 -0.1 0.1
0.0 0.0 0.1
-0.1 0.0 0.2
-0.3 -0.1 -0.2
0.2 0.0 0.1
0.0 -0.1 -0.2
0.2 0.2 -0.1
0.0 0.1 0.1
0.1 0.1 0.2
-0.1 0.1 -0.1
0.1 -0.2 0.0
-0.1 -0.2 0.1
0.4 0.0 0.2
0.1 0.0 -0.1
-0.2 0.0 0.0
0.0 0.1 0.1
-0.1 0.0 0.1
0.1 -0.1 -0.2
-0.1 -0.1 0.3
0.1 0.0 0.0
-0.1 0.1 0.0
0.0 -0.1 -0.1
0.1 -0.1 0.0
-0.1 0.0 0.1
0.1 0.1 0.1
0.0 0.0 0.1
0.0 0.0 0.3
0.1 -0.1 0.0
0.0 0.1 -0.1
0.0 0.0 0.0
0.0 -0.2 0.1
-0.3 0.1 -0.1
-0.1 -0.2 0.1
0.2 0.1 -0.2
0.1 0.1 0.1
-0.1 0.0 0.0
-0.1 0.0 0.2
-0.1 0.0 -0.1
0.0 0.0 -0.1
0.1 0.0 -0.1
0.0 0.0 0.0
0.0 0.0 0.0
0.0 -0.1 0.0
0.0 0.1 -0.1
0.0 0.0 0.0
0.0 0.0 0.0
0.0 0.0 0.0
0.0 0.0 0.0
0.0 0.0 0.0
0.0 0.0 0.0
0.0 0.0 0.0

SMILES: CC[C@H](C)[C@]1(P(C)CC)OS(=O)(=O)[C@@H](/C(Br)=C(/C)Br)[C@@](N)(F)[C@@]1(C[C@H](C)Br)c1cccnc1.c1ccncc1
Net charge: 0

2.
A molecular structure, C27H38N2O2S2SnTe at a distorted geometry, computed with wB97M-V/def2-TZVPD.

Positions of all 73 atoms, in Å:
Sn 1.017 -0.220 0.306
C -1.248 -1.718 -0.078
C -1.388 -0.391 0.485
C -1.039 -0.549 1.937
C -0.696 -1.883 2.100
C -0.834 -2.611 0.895
C -0.754 -4.117 0.753
C -2.194 -4.654 0.855
C -0.168 -4.507 -0.605
C 0.075 -4.751 1.871
C -1.231 0.351 3.162
C -2.662 0.157 3.690
C -0.264 -0.097 4.275
C -0.950 1.837 2.926
C -2.092 0.736 -0.290
C -1.227 1.998 -0.459
C -2.439 0.276 -1.714
C -3.428 1.104 0.377
H -1.533 -1.983 -1.082
H -0.416 -2.341 3.035
H -2.818 -4.251 0.055
H -2.639 -4.370 1.811
H -2.193 -5.745 0.787
H -0.791 -4.137 -1.424
H -0.116 -5.596 -0.692
H 0.838 -4.098 -0.722
H -0.394 -4.601 2.846
H 1.082 -4.335 1.899
H 0.151 -5.828 1.703
H -2.816 -0.887 3.966
H -3.416 0.419 2.950
H -2.821 0.775 4.577
H -0.528 -1.074 4.677
H -0.302 0.618 5.098
H 0.763 -0.142 3.906
H -1.653 2.305 2.242
H 0.066 1.980 2.543
H -1.019 2.371 3.875
H -0.444 1.819 -1.202
H -0.746 2.313 0.463
H -1.840 2.826 -0.823
H -1.552 -0.045 -2.260
H -2.882 1.114 -2.257
H -3.161 -0.543 -1.708
H -3.296 1.647 1.310
H -4.019 0.208 0.577
H -4.002 1.743 -0.298
O 3.455 3.473 1.458
C 3.689 3.964 0.225
C 4.487 5.105 0.142
C 4.776 5.670 -1.081
C 4.270 5.114 -2.256
C 3.492 3.980 -2.183
C 3.188 3.384 -0.953
C 2.392 2.137 -0.925
O 2.000 1.680 0.236
N 2.138 1.550 -2.057
N 1.488 0.336 -1.893
C 1.144 -0.216 -3.001
S 1.382 0.611 -4.523
C 0.316 -0.533 -5.439
C 0.545 -1.927 -4.895
S 0.466 -1.825 -3.084
H 2.893 2.682 1.363
H 4.862 5.531 1.063
H 5.404 6.551 -1.127
H 4.484 5.569 -3.213
H 3.103 3.513 -3.077
H 0.581 -0.462 -6.493
H -0.719 -0.221 -5.304
H 1.524 -2.311 -5.174
H -0.232 -2.621 -5.210
Te 2.894 -1.857 1.068

Forces on the atoms, in the same order (eV/Å):
0.4 -0.3 -0.3
-0.1 -0.2 0.1
1.2 0.4 -0.2
-0.2 0.0 0.0
-0.4 -0.3 -0.1
-0.4 0.0 0.2
-0.1 0.0 0.0
0.1 0.0 0.0
0.0 0.0 0.0
0.0 0.0 0.0
0.2 0.0 0.0
0.0 0.0 0.0
0.1 0.0 -0.1
0.0 -0.1 0.0
-0.2 0.2 0.0
0.0 -0.1 0.0
0.0 -0.1 0.1
0.0 -0.1 0.0
0.1 0.1 -0.1
0.2 0.1 0.0
0.0 0.0 0.0
0.0 0.0 0.0
0.0 0.0 0.0
0.0 0.0 0.0
0.0 0.0 0.0
0.0 0.0 0.0
0.0 0.0 0.0
0.0 0.0 0.0
0.0 0.0 0.0
0.0 0.0 0.0
0.0 0.0 0.0
0.0 0.0 0.0
0.0 0.0 0.0
0.0 0.0 0.0
0.0 0.0 0.0
0.0 0.0 0.0
0.0 0.1 0.0
0.0 0.0 0.0
-0.1 0.1 0.0
0.0 0.0 0.0
0.0 0.0 0.0
0.0 0.0 0.0
0.0 0.0 0.0
0.0 0.0 0.0
0.0 0.0 0.0
0.0 0.0 0.0
0.0 0.0 0.0
0.0 0.1 0.0
-0.1 -0.1 0.0
0.0 0.1 0.0
0.0 0.0 0.0
0.0 0.0 0.0
0.0 0.0 0.0
0.0 -0.1 0.1
0.0 0.1 -0.1
-0.4 -0.1 0.2
-0.1 0.0 0.0
-0.3 -0.1 0.1
0.1 0.0 0.0
0.0 0.0 0.0
0.1 0.0 0.0
0.0 0.0 0.1
0.0 0.1 0.0
0.0 0.0 0.0
0.0 0.0 0.0
0.0 0.0 0.0
0.0 0.0 0.0
0.0 0.0 0.0
0.0 0.0 0.0
0.0 0.0 0.0
0.0 0.0 -0.1
0.0 0.0 0.0
-0.2 0.1 0.0

Relative energy (zero: lowest compared OMol25 entry of this formula, charge and spin) (kJ/mol): 0.00
Net charge: 0

What are the total energy values for these records? In order: -10002.9775, -2590.3263 Eh.